DFT (the ωB97M-V functional and the def2-TZVPD basis) results for a 3-piece molecular cluster, C2H5NS overall.

XYZ file:
```
9
Properties=species:S:1:pos:R:3:forces:R:3
S 0.848880 0.006496 0.359586 4.099 -1.940 0.262
N -0.651659 0.438753 0.380959 -3.465 1.821 0.037
C -1.207935 1.087875 1.333765 1.901 -1.122 2.691
C 1.049644 -1.046552 -1.135317 -2.027 3.256 -2.779
H -0.157003 -0.395873 -1.759282 3.785 -2.232 1.253
H 0.743048 -2.171465 -1.029897 1.327 2.172 -0.332
H -0.706429 1.147693 2.513134 -1.276 0.162 -3.489
H -2.205745 1.457605 1.184919 -0.288 0.086 0.119
H 2.287201 -0.524532 -1.847867 -4.056 -2.204 2.239
```
Positions in Å, forces in eV/Å.

Computed properties:
Frontier orbital gap (eV): 9.09
E (eV): -14475.1032
Lowest unoccupied orbital energy (eV): 0.713
Strongest force on any atom (Eh/bohr): 0.09977
Energy above the lowest of the compared OMol25 structures with the same formula, charge and spin (kJ/mol): 505.0